Record 1
Formula: C11H35N4O11S
Source: OMol25
Level of theory: wB97M-V/def2-TZVPD

## Properties
energy relative to the best compared isomer or geometry (same formula, charge and spin) = 1.267 eV
Kohn-Sham gap = 6.6 eV
HOMO energy = -16.48 eV
total energy = -1883.9480 hartree
charge = +3

The geometry in XYZ format:
```
62
Properties=species:S:1:pos:R:3:mulliken_charge:R:1
N 1.753 -3.648 2.882 -0.389
H 2.504 -3.273 2.296 0.376
H 1.806 -3.342 3.851 0.352
H 1.879 -4.674 2.870 0.414
H 0.835 -3.436 2.447 0.193
N 1.991 0.142 3.122 -0.282
H 1.714 1.120 3.247 0.383
H 2.875 0.090 2.615 0.385
H 1.198 -0.324 2.573 0.072
H 1.978 -0.300 4.039 0.393
N -1.829 1.220 1.697 -0.213
H -2.196 1.129 2.643 0.408
H -2.556 1.335 0.983 0.333
H -1.272 0.369 1.484 -0.026
H -1.191 2.022 1.663 0.347
N -1.736 -2.531 3.850 -0.291
H -1.039 -2.914 4.491 0.399
H -1.107 -1.966 3.211 0.104
H -2.368 -1.916 4.365 0.399
H -2.234 -3.270 3.339 0.388
C 0.282 -1.694 0.325 -0.599
O 0.072 -1.504 1.720 -0.636
H -0.544 -2.202 -0.178 0.090
H 0.436 -0.736 -0.188 0.000
H 1.218 -2.242 0.152 0.375
C -0.605 0.110 -3.112 -0.717
C 0.372 -0.473 -4.137 0.354
C 0.687 0.502 -5.287 -0.478
O 2.112 0.595 -5.263 -0.331
C 2.605 -0.233 -4.323 0.599
O 3.750 -0.496 -4.221 -0.499
O 1.630 -0.727 -3.523 -0.376
H 0.011 0.764 -2.498 0.006
H -0.988 -0.712 -2.500 -0.085
H -1.445 0.622 -3.575 0.535
H -0.037 -1.421 -4.490 0.357
H 0.202 1.465 -5.143 0.319
H 0.327 0.078 -6.223 0.289
C 2.865 5.574 -0.371 -1.451
C 2.737 4.084 -0.557 0.353
C 3.016 3.195 0.667 -0.568
O 2.103 2.115 0.462 -0.154
C 1.068 2.573 -0.271 0.562
O 0.017 2.004 -0.443 -0.596
O 1.346 3.758 -0.800 -0.308
H 2.454 5.878 0.597 0.358
H 2.361 6.109 -1.170 0.354
H 3.905 5.896 -0.300 0.404
H 3.400 3.753 -1.357 0.328
H 3.012 3.784 1.594 0.356
H 4.061 2.875 0.686 0.378
C -3.614 -2.352 -1.225 -0.454
C -3.509 -0.818 -0.970 0.593
O -4.085 -0.615 0.335 -0.303
S -4.727 -1.956 0.924 0.950
O -6.054 -1.719 1.333 -0.488
O -3.823 -2.554 1.871 -0.520
O -4.710 -2.785 -0.433 -0.327
H -2.704 -2.814 -0.826 0.258
H -3.642 -2.599 -2.281 0.419
H -4.124 -0.304 -1.703 0.440
H -2.442 -0.611 -0.965 -0.535
```

---

Record 2
Formula: C11H38N19O9
Source: OMol25
Level of theory: wB97M-V/def2-TZVPD

## Properties
Kohn-Sham gap = 5.0 eV
HOMO energy = -2.79 eV
total energy = -2159.8434 hartree
charge = -1

The geometry in XYZ format:
```
77
Properties=species:S:1:pos:R:3:mulliken_charge:R:1
C 3.156 -0.297 0.011 -1.155
C 1.924 -0.314 0.064 0.463
N 0.644 -0.376 0.127 -0.830
H 4.174 -0.301 -0.257 0.608
H 0.311 0.584 0.107 0.077
C 5.576 -0.406 2.686 0.567
O 5.618 -1.079 1.678 -0.582
N 4.858 0.752 2.749 -0.307
N 6.234 -0.755 3.844 -0.409
H 4.796 1.327 3.565 0.162
H 4.348 1.014 1.919 0.199
H 6.765 -1.604 3.829 0.214
H 6.204 -0.214 4.686 0.144
C -0.402 0.107 4.290 0.527
O -0.247 -0.146 5.486 -0.745
N -0.688 1.366 3.838 -0.244
N -0.301 -0.826 3.313 -0.268
H -0.808 1.592 2.862 0.242
H -0.774 2.094 4.526 0.138
H -0.087 -1.764 3.588 0.193
H -0.420 -0.615 2.333 0.180
C -2.180 2.745 0.160 0.539
O -1.205 2.135 0.586 -0.590
N -3.217 3.121 0.967 -0.393
N -2.300 3.094 -1.144 -0.364
H -4.021 3.619 0.636 0.161
H -3.157 2.878 1.937 0.205
H -1.547 2.839 -1.758 0.168
H -3.083 3.600 -1.518 0.204
C 1.257 4.269 -1.361 0.569
O 0.177 4.801 -1.592 -0.678
N 1.354 3.103 -0.671 0.007
N 2.448 4.807 -1.786 -0.395
H 2.221 2.633 -0.472 0.149
H 0.493 2.685 -0.343 -0.039
H 2.405 5.666 -2.300 0.228
H 3.339 4.386 -1.610 0.155
C -5.499 1.785 -3.061 0.574
O -5.884 2.896 -2.700 -0.715
N -6.160 1.060 -4.017 -0.377
N -4.401 1.188 -2.552 -0.187
H -5.865 0.151 -4.320 0.183
H -6.980 1.469 -4.419 0.212
H -3.892 1.687 -1.846 0.203
H -4.074 0.278 -2.832 0.161
C -3.604 -2.487 -2.053 0.666
O -4.425 -1.583 -2.218 -0.812
N -3.129 -2.810 -0.820 -0.332
N -3.097 -3.214 -3.082 -0.217
H -2.452 -3.530 -0.659 0.160
H -3.473 -2.281 -0.041 0.205
H -3.426 -2.997 -4.002 0.162
H -2.413 -3.944 -2.974 0.212
C 0.194 4.577 6.408 0.632
O -0.772 4.219 5.761 -0.629
N 1.320 3.812 6.519 -0.331
N 0.230 5.774 7.077 -0.429
H 2.127 4.083 7.046 0.161
H 1.321 2.926 6.043 0.211
H -0.583 6.357 7.014 0.214
H 1.014 6.087 7.615 0.145
C -0.790 -6.091 -4.544 0.645
O -1.316 -5.051 -4.175 -0.722
N -1.370 -6.913 -5.471 -0.416
N 0.414 -6.508 -4.065 -0.300
H -0.958 -7.768 -5.790 0.153
H -2.256 -6.630 -5.843 0.219
H 0.871 -5.920 -3.391 0.198
H 0.865 -7.353 -4.356 0.140
C 2.889 -4.052 -2.782 0.618
O 2.471 -4.762 -3.694 -0.737
N 4.226 -3.881 -2.545 -0.372
N 2.074 -3.380 -1.935 -0.160
H 4.587 -3.303 -1.808 0.174
H 4.864 -4.360 -3.149 0.206
H 1.087 -3.472 -2.078 0.098
H 2.401 -2.789 -1.183 0.086
```

---

Record 3
Formula: C11H39N15O8
Source: OMol25
Level of theory: wB97M-V/def2-TZVPD

## Properties
energy relative to the best compared isomer or geometry (same formula, charge and spin) = 4.909 eV
Kohn-Sham gap = 8.9 eV
HOMO energy = -8.96 eV
structure (SMILES) = COC[C@H](C)N.NC(N)=O.NC(N)=O.NC(N)=O.NC(N)=O.NC(N)=O.NC(N)=O.NC(N)=O
total energy = -1865.9110 hartree

The geometry in XYZ format:
```
73
Properties=species:S:1:pos:R:3:mulliken_charge:R:1
C 3.749 -2.093 0.634 -0.659
O 3.847 -3.372 0.010 -0.324
C 4.548 -3.350 -1.269 -0.709
C 4.305 -4.771 -1.866 0.525
C 4.674 -5.930 -0.874 -1.292
N 4.975 -5.028 -3.112 -0.747
H 3.145 -2.433 1.475 0.310
H 3.118 -1.442 0.030 0.173
H 4.706 -1.736 1.016 0.322
H 4.268 -2.490 -1.877 0.358
H 5.611 -3.250 -1.047 0.280
H 3.258 -4.846 -2.159 0.207
H 5.712 -5.853 -0.548 0.331
H 4.430 -6.947 -1.180 0.398
H 4.126 -5.678 0.034 0.325
H 4.774 -5.981 -3.382 0.253
H 4.636 -4.490 -3.896 0.239
N -1.531 -0.469 -5.380 -0.398
C -0.793 0.269 -4.521 0.750
N 0.158 0.777 -5.178 -0.418
O -1.129 0.539 -3.418 -0.842
H -1.098 -0.716 -6.258 0.137
H -2.433 -0.861 -5.151 0.202
H 0.809 1.362 -4.674 0.225
H 0.198 0.564 -6.164 0.140
N -5.458 -0.972 -1.679 -0.385
C -4.200 -1.063 -1.958 0.676
N -3.859 -0.436 -3.031 -0.332
O -3.356 -1.516 -1.222 -0.702
H -6.126 -0.778 -2.411 0.157
H -5.751 -1.214 -0.744 0.278
H -2.888 -0.209 -2.872 0.346
H -4.522 0.177 -3.483 0.164
N 0.996 3.587 0.762 -0.349
C 0.915 4.130 1.985 0.722
N 1.425 5.357 2.030 -0.447
O 0.191 3.718 2.887 -0.819
H 1.545 4.020 0.033 0.198
H 0.406 2.775 0.649 0.048
H 1.763 5.770 1.173 0.140
H 1.556 5.799 2.929 0.258
N -2.283 4.000 4.175 -0.340
C -3.005 3.056 3.665 0.545
N -2.499 2.356 2.633 -0.420
O -4.077 2.801 4.150 -0.721
H -1.412 4.189 3.698 0.337
H -2.584 4.560 4.959 0.192
H -2.779 1.387 2.590 0.245
H -1.505 2.422 2.465 0.147
N 2.191 0.861 2.954 -0.177
C 3.419 0.827 2.605 0.567
N 3.529 1.189 1.387 -0.275
O 4.292 0.581 3.355 -0.696
H 2.164 0.980 3.957 0.178
H 1.371 1.073 2.404 0.184
H 4.483 1.220 1.056 0.250
H 2.873 1.901 1.099 0.163
N -4.544 -0.186 3.090 -0.276
C -4.988 -0.158 1.920 0.835
N -4.996 1.066 1.562 -0.314
O -5.485 -1.102 1.325 -0.768
H -4.305 0.695 3.521 0.143
H -4.471 -1.060 3.592 0.221
H -5.312 1.305 0.632 0.229
H -4.489 1.698 2.164 -0.070
N -1.798 0.621 0.112 0.070
C -0.543 0.539 0.232 0.641
N 0.054 0.016 -0.769 -0.190
O -0.045 0.989 1.220 -0.939
H -2.358 0.056 -0.510 -0.121
H -2.233 1.318 0.699 0.331
H 1.048 0.095 -0.604 0.167
H -0.414 -0.217 -1.633 0.121
```

---

Record 4
Formula: C11H39NO8
Source: OMol25
Level of theory: wB97M-V/def2-TZVPD

## Properties
energy relative to the best compared isomer or geometry (same formula, charge and spin) = 0.000 eV
Kohn-Sham gap = 9.9 eV
HOMO energy = -9.45 eV
structure (SMILES) = COC[C@H](C)N.CO.CO.CO.CO.CO.CO.CO
total energy = -1099.0116 hartree

The geometry in XYZ format:
```
59
Properties=species:S:1:pos:R:3:mulliken_charge:R:1
C 2.294 -0.003 3.058 -0.653
O 1.356 -0.656 3.898 -0.444
C 0.082 -0.657 3.411 -0.396
C -0.949 -1.296 4.347 0.347
C -0.831 -2.825 4.217 -1.376
N -2.324 -0.931 4.046 -0.610
H 1.877 0.759 2.399 0.176
H 2.663 -0.768 2.374 0.328
H 3.192 0.319 3.585 0.335
H -0.272 0.362 3.255 0.319
H 0.014 -1.149 2.440 0.125
H -0.751 -1.007 5.379 0.368
H -1.067 -3.223 3.230 0.210
H -1.448 -3.295 4.982 0.426
H 0.168 -3.161 4.495 0.364
H -2.388 0.049 4.284 0.261
H -2.949 -1.486 4.613 0.216
C 2.600 2.098 0.117 -0.479
O 2.087 2.987 1.080 -0.540
H 3.062 2.653 -0.699 0.354
H 3.287 1.350 0.513 0.322
H 1.767 1.564 -0.342 0.025
H 1.588 3.636 0.578 0.359
C 1.401 2.568 -3.965 -0.658
O 0.573 2.761 -2.850 -0.474
H 0.834 2.873 -4.844 0.293
H 2.284 3.201 -3.879 0.256
H 1.802 1.555 -3.994 0.170
H 0.026 1.992 -2.674 0.448
C -0.864 0.541 -0.948 -0.108
O -0.212 0.294 -2.145 -0.379
H -0.906 1.609 -0.735 -0.190
H -1.811 0.007 -0.864 0.287
H -0.228 0.169 -0.145 0.184
H -0.253 -0.654 -2.289 0.023
C 0.525 -1.601 -5.280 -0.488
O 1.341 -2.332 -4.324 -0.504
H 1.032 -0.691 -5.601 0.236
H 0.287 -2.123 -6.207 0.305
H -0.382 -1.344 -4.732 0.201
H 2.218 -2.458 -4.694 0.253
C -0.799 4.629 -0.183 -0.522
O 0.476 5.187 0.047 -0.542
H -0.938 3.694 0.359 0.133
H -1.577 5.291 0.196 0.367
H -1.048 4.461 -1.231 0.246
H 0.620 5.634 -0.790 0.319
C -0.514 -3.235 -1.589 -0.628
O 0.761 -2.617 -1.684 -0.533
H -0.667 -3.699 -0.615 0.219
H -1.375 -2.606 -1.810 0.231
H -0.582 -3.990 -2.372 0.388
H 0.996 -2.641 -2.614 0.396
C -2.669 -2.240 0.948 -0.422
O -2.899 -0.933 1.342 -0.615
H -1.595 -2.427 0.936 -0.097
H -3.123 -2.894 1.692 0.401
H -3.203 -2.487 0.030 0.344
H -2.591 -0.816 2.244 0.421
```

---

Record 5
Formula: C11H40N20O13
Source: OMol25
Level of theory: wB97M-V/def2-TZVPD

## Properties
energy relative to the best compared isomer or geometry (same formula, charge and spin) = 0.000 eV
Kohn-Sham gap = 9.2 eV
HOMO energy = -5.07 eV
total energy = -2517.0353 hartree
charge = -2

The geometry in XYZ format:
```
84
Properties=species:S:1:pos:R:3:mulliken_charge:R:1
C 7.901 -6.178 14.909 -1.327
O 6.674 -5.933 14.629 0.925
O 8.554 -7.026 14.175 1.072
O 8.426 -5.625 15.953 1.599
C 4.336 -3.365 12.766 0.407
O 3.758 -2.540 12.071 -0.704
N 5.357 -4.177 12.353 -0.023
N 3.982 -3.698 14.052 -0.191
H 5.685 -4.747 13.120 -0.288
H 5.875 -4.008 11.515 0.169
H 4.627 -4.256 14.584 0.149
H 3.232 -3.279 14.566 0.182
C 4.323 -8.261 16.490 0.392
O 3.712 -9.298 16.691 -0.725
N 5.680 -8.166 16.550 -0.190
N 3.715 -7.057 16.243 -0.235
H 6.215 -7.417 16.137 0.134
H 6.190 -8.933 16.944 0.139
H 4.220 -6.184 16.318 0.209
H 2.717 -6.998 16.321 0.208
C 9.564 -5.420 11.129 0.254
O 9.870 -4.728 10.163 -0.759
N 8.325 -5.987 11.324 -0.045
N 10.354 -5.643 12.216 0.014
H 7.633 -5.796 10.625 0.201
H 8.144 -6.370 12.244 -0.261
H 11.279 -5.261 12.264 0.156
H 9.945 -6.214 12.941 -0.465
C 10.305 -6.914 18.728 0.256
O 10.954 -7.209 19.721 -0.710
N 9.253 -7.665 18.250 -0.169
N 10.436 -5.762 17.985 -0.167
H 9.129 -8.587 18.623 0.243
H 9.061 -7.536 17.272 -0.106
H 9.626 -5.561 17.418 -0.127
H 11.340 -5.335 18.029 0.245
C 5.871 -4.196 18.137 0.326
O 5.284 -3.396 18.868 -0.757
N 5.435 -4.448 16.861 -0.227
N 6.978 -4.881 18.541 -0.174
H 4.881 -3.677 16.528 0.153
H 6.116 -4.912 16.247 -0.236
H 7.208 -4.898 19.514 0.223
H 7.427 -5.425 17.816 0.129
C 12.205 -4.049 14.552 0.379
O 13.345 -3.790 14.189 -0.732
N 11.908 -5.219 15.221 -0.031
N 11.096 -3.394 14.116 -0.114
H 12.705 -5.686 15.619 0.257
H 11.048 -5.292 15.747 -0.073
H 10.191 -3.665 14.459 0.065
H 11.168 -2.602 13.508 0.176
C 10.635 -9.090 15.024 0.076
O 11.488 -9.966 15.083 -0.776
N 10.761 -7.953 14.290 0.287
N 9.430 -9.209 15.647 0.158
H 11.658 -7.732 13.903 0.239
H 10.008 -7.272 14.267 -0.667
H 8.713 -8.534 15.428 -0.185
H 9.179 -10.064 16.102 0.173
C 9.300 -10.006 11.756 0.375
O 9.146 -11.020 11.084 -0.735
N 10.211 -9.047 11.413 -0.238
N 8.482 -9.679 12.794 -0.043
H 10.758 -9.291 10.609 0.192
H 10.166 -8.106 11.760 0.264
H 7.848 -10.360 13.172 0.154
H 8.524 -8.834 13.360 -0.447
C 4.825 -8.030 11.646 0.373
O 4.938 -8.730 10.647 -0.726
N 5.727 -7.976 12.649 0.007
N 3.724 -7.208 11.826 -0.281
H 5.709 -7.402 13.483 -0.112
H 6.644 -8.380 12.532 0.155
H 3.579 -6.903 12.773 0.138
H 2.975 -7.328 11.173 0.231
C 8.267 -1.994 15.566 0.336
O 8.601 -0.814 15.576 -0.749
N 8.697 -2.934 16.460 0.053
N 7.452 -2.513 14.587 -0.161
H 8.537 -3.933 16.289 -0.390
H 9.047 -2.602 17.339 0.229
H 7.236 -1.910 13.816 0.209
H 7.258 -3.501 14.577 0.034
```

---

Record 6
Formula: C11H41B2BaN2O16P3
Source: OMol25
Level of theory: wB97M-V/def2-TZVPD

## Properties
Kohn-Sham gap = 7.8 eV
HOMO energy = -8.07 eV
total energy = -2855.4467 hartree

The geometry in XYZ format:
```
76
Properties=species:S:1:pos:R:3:mulliken_charge:R:1
Ba -1.212 1.527 0.507 1.440
B -3.186 0.296 0.265 1.517
H -4.197 0.243 -0.108 -0.322
H -3.134 1.066 1.019 -0.151
H -2.901 -0.694 0.585 -1.289
H -2.511 0.583 -0.526 -0.289
B 0.390 0.792 -0.969 5.012
H 0.554 1.459 -1.801 -0.923
H 1.051 -0.056 -1.056 -1.034
H 0.696 1.291 -0.062 -2.584
H -0.647 0.496 -0.932 -1.254
C 2.901 0.094 -0.263 -0.139
N 3.561 -0.255 0.999 0.980
O 4.265 0.618 1.422 -0.604
O 3.306 -1.300 1.560 -0.599
H 2.183 0.866 0.012 -2.066
H 2.385 -0.794 -0.630 -0.048
H 3.582 0.526 -0.996 0.925
C 1.357 1.393 -3.490 -0.940
N 2.542 2.244 -3.244 0.942
O 2.579 3.332 -3.755 -0.561
O 3.435 1.789 -2.533 -0.561
H 1.430 0.894 -4.456 0.401
H 0.417 1.921 -3.332 0.183
H 1.457 0.528 -2.834 0.026
C -2.923 -4.568 -4.828 -0.800
O -2.211 -4.216 -3.628 -0.359
P -2.650 -2.902 -2.770 1.018
O -3.521 -1.980 -3.550 -0.721
O -1.181 -2.302 -2.308 -0.235
C -1.018 -0.933 -1.927 -0.327
O -3.211 -3.589 -1.388 -0.369
C -3.690 -2.882 -0.301 -0.393
H -3.100 -3.633 -5.359 0.325
H -3.919 -4.880 -4.512 0.318
H -2.375 -5.094 -5.609 0.301
H -1.821 -0.382 -2.417 0.512
H -0.059 -0.641 -2.355 0.589
H -1.043 -0.856 -0.840 -0.407
H -3.803 -1.798 -0.334 0.308
H -3.184 -3.094 0.640 0.205
H -4.738 -3.103 -0.100 0.439
C 2.828 3.325 -0.722 0.162
O 2.328 4.139 0.342 -0.446
P 1.138 3.560 1.371 1.242
O -0.104 3.094 0.700 -0.776
O 1.072 4.678 2.532 -0.418
C 2.188 5.029 3.321 -0.721
O 1.933 2.346 2.114 -0.514
C 1.336 1.093 2.264 0.035
H 3.774 3.751 -1.054 0.526
H 2.158 3.209 -1.574 0.267
H 2.967 2.314 -0.337 -0.175
H 2.400 6.044 3.657 0.319
H 3.050 4.924 2.663 0.257
H 2.403 4.427 4.204 0.267
H 2.146 0.394 2.474 0.527
H 1.091 0.681 1.285 0.094
H 0.515 0.996 2.974 1.290
C -3.170 -1.886 2.893 -0.941
O -2.095 -2.115 1.945 -0.259
P -0.661 -1.294 2.072 0.394
O -0.677 0.102 1.451 0.158
O -0.332 -1.244 3.682 -0.355
C 0.822 -0.512 4.100 -0.015
O 0.395 -2.442 1.577 -0.372
C 0.735 -2.444 0.222 -0.870
H -2.816 -2.505 3.717 0.407
H -4.138 -2.330 2.662 0.334
H -3.285 -0.985 3.496 0.367
H 1.597 -1.179 4.478 0.319
H 0.595 0.203 4.891 0.350
H 1.308 0.056 3.306 -1.215
H 0.286 -3.295 -0.290 0.466
H 1.818 -2.567 0.196 0.426
H 0.537 -1.576 -0.407 0.406
```